No. 1
{
  "formula": "C26H50LaOP2Si",
  "method": "the ωB97M-V functional and the def2-TZVPD basis",
  "largest_force_ev_per_a": 2.33,
  "e_above_lowest_kcal_mol": 0.0,
  "lumo_energy_ha": -0.08226,
  "total_charge": 1,
  "species": ["La", "C", "C", "C", "C", "C", "C", "H", "H", "H", "C", "H", "H", "H", "C", "H", "H", "H", "C", "H", "H", "H", "C", "H", "H", "H", "C", "C", "C", "C", "C", "C", "C", "C", "H", "H", "H", "H", "H", "H", "H", "H", "H", "H", "H", "H", "P", "C", "C", "P", "C", "C", "C", "H", "H", "H", "H", "H", "H", "H", "H", "H", "H", "H", "H", "H", "H", "C", "Si", "C", "C", "O", "H", "H", "H", "H", "H", "H", "H", "H", "H"],
  "coordinates": [[1.260147, -0.580048, 0.940552], [-1.074748, -1.461194, 2.403631], [-0.752125, -2.602598, 1.617025], [1.016323, -2.194185, 3.042264], [0.002076, -1.226298, 3.306880], [0.545473, -3.049716, 1.998939], [-2.378318, -0.745455, 2.440663], [-2.245404, 0.343350, 2.541137], [-2.989313, -1.058061, 3.306292], [-2.986446, -0.918659, 1.539972], [0.061589, -0.148649, 4.328979], [-0.932699, 0.071486, 4.747138], [0.451483, 0.802625, 3.918871], [0.718471, -0.428459, 5.164168], [2.376180, -2.204289, 3.642821], [2.328784, -1.917492, 4.703671], [3.096059, -1.510661, 3.149712], [2.817076, -3.208974, 3.583948], [1.231975, -4.258912, 1.480626], [1.890155, -4.684436, 2.248613], [1.854808, -4.068831, 0.592848], [0.503929, -5.032628, 1.199905], [-1.628802, -3.299773, 0.639351], [-1.700644, -4.380280, 0.847938], [-1.229607, -3.201992, -0.381696], [-2.641577, -2.879420, 0.632752], [-3.310903, 2.578108, -0.381522], [-4.322363, 1.784966, -0.755588], [-4.277737, 0.703523, -1.788983], [-3.295797, 0.945055, -2.967272], [-1.963788, 0.175989, -2.815794], [-1.514120, -0.114023, -1.418337], [-1.246871, 1.036673, -0.442302], [-1.860509, 2.420258, -0.752076], [-5.285685, 0.644622, -2.238065], [-3.154718, 2.020320, -3.150538], [-4.125388, -0.288293, -1.329297], [-1.640387, 2.703938, -1.797172], [-3.537731, 3.449103, 0.241900], [-5.313379, 1.935964, -0.315670], [-1.305627, 3.145208, -0.130326], [-1.612918, 0.736998, 0.556405], [-2.056907, -0.942505, -0.941774], [-0.143619, 1.229107, -0.322985], [-3.791471, 0.566876, -3.879565], [-2.162131, -0.796412, -3.301852], [-0.429724, 0.757428, -3.638732], [-0.409491, 2.488347, -4.065835], [-0.502806, -0.089077, -5.249842], [0.439239, -1.075806, -1.587946], [1.017019, 0.264154, -2.720967], [-0.035521, -2.400820, -2.768208], [2.229298, -1.829083, -1.332704], [0.236399, 3.063092, -3.382228], [-1.428409, 2.896878, -4.077808], [-0.002297, 2.554764, -5.092129], [-0.144877, 0.629058, -5.995989], [-1.547091, -0.341216, -5.478880], [0.114560, -0.993158, -5.286063], [2.589175, -2.077163, -2.342794], [2.180580, -2.757680, -0.741106], [2.968904, -1.115407, -0.900219], [1.445856, 1.124998, -2.162445], [1.788825, -0.099838, -3.422295], [0.137698, -3.383049, -2.289452], [0.597554, -2.354433, -3.670646], [-1.088973, -2.385645, -3.077953], [4.653864, 3.146253, 1.329882], [3.204221, 2.249036, 2.094065], [3.622254, 1.657434, 3.836892], [1.707118, 3.403720, 2.237175], [2.751132, 0.955851, 1.163759], [4.917624, 4.047490, 1.909253], [4.420142, 3.471293, 0.307853], [5.547844, 2.509030, 1.288106], [4.249884, 2.413629, 4.329927], [2.721565, 1.525851, 4.453421], [4.179170, 0.710313, 3.827199], [1.241236, 3.559599, 1.251224], [0.946957, 2.993107, 2.921820], [2.008245, 4.389163, 2.627470]],
  "atomic_forces_ev_per_a": [[-0.6179, -0.8225, 2.0865], [0.5240, -0.4800, -0.0160], [0.6248, 0.3085, 0.4997], [-0.8513, 0.1211, -0.2946], [0.1939, -0.6089, -0.7137], [-0.4942, 0.7237, 0.3476], [-0.6685, 0.3676, 0.1531], [-0.0949, -0.2542, 0.0010], [0.2024, 0.0538, -0.2822], [0.2036, 0.0508, 0.2276], [0.0367, 0.5676, 0.4017], [0.3019, -0.0829, -0.1398], [-0.1082, -0.1631, 0.2245], [-0.1697, 0.1215, -0.2125], [0.5198, -0.2132, 0.3684], [0.1753, -0.0415, -0.3119], [-0.2398, -0.2248, 0.2288], [-0.0272, 0.2908, 0.0705], [0.3204, -0.5584, -0.1548], [-0.1204, 0.0023, -0.2329], [-0.0874, -0.2274, 0.2136], [0.2047, 0.1603, 0.0565], [-0.2250, -0.2378, -0.5563], [-0.0613, 0.3642, 0.0028], [-0.2256, -0.1537, 0.1554], [0.1773, -0.1710, 0.0177], [-0.6816, -0.0696, -0.2190], [0.2168, 0.3975, 0.3402], [-0.2781, -0.2623, -0.6102], [-0.3344, 0.0756, -0.8053], [-0.4601, 0.0252, 0.7220], [1.1734, -0.8277, 0.1680], [-0.3881, -0.2922, -0.0668], [0.6836, 0.4103, 0.2928], [0.3482, 0.0605, 0.2181], [-0.1455, -0.2407, 0.2937], [0.0650, 0.3101, -0.1968], [-0.1873, -0.0488, 0.3846], [0.0495, -0.4835, 0.0434], [0.3520, 0.1984, -0.1287], [-0.1361, -0.1583, -0.3354], [0.2285, 0.1302, -0.3314], [-0.0236, 0.3563, -0.2249], [-0.1808, -0.0391, -0.2764], [0.1694, 0.2028, 0.2498], [0.3623, 0.3674, 0.1712], [-1.3225, -0.4610, -1.2135], [0.3590, 0.7465, -0.3443], [0.3185, 0.2637, -0.2836], [-1.5759, 0.0821, 0.2861], [0.4625, 0.5406, 0.0222], [-0.0802, -0.7434, 0.0222], [0.9765, -0.0999, -0.9943], [-0.3913, -0.1390, -0.2569], [0.3054, -0.0526, 0.0451], [-0.1142, 0.1865, 0.5591], [-0.0007, -0.3971, -0.0672], [0.3148, 0.0662, 0.0947], [-0.2188, 0.2324, 0.0239], [0.2545, -0.1100, 0.4793], [0.1602, 0.2586, -0.1749], [-0.0381, -0.4683, -0.3236], [-0.3217, -0.4817, -0.3218], [-0.3192, 0.1392, 0.2707], [0.0160, 0.4468, -0.2342], [-0.1858, -0.1056, 0.3972], [0.3503, 0.0673, 0.1955], [0.1419, 0.1994, 0.0333], [-0.2094, -0.1507, 0.1320], [0.0854, 0.1237, -0.0799], [0.1361, 0.0474, -0.0649], [0.7068, 1.2005, 0.2039], [-0.1032, -0.3021, -0.1620], [0.0516, -0.0698, 0.1509], [-0.2076, 0.1050, -0.0069], [-0.1187, -0.2050, -0.0138], [0.2029, -0.0145, -0.1542], [-0.0742, 0.2202, 0.0165], [0.0880, 0.0269, 0.2293], [0.1830, 0.1129, -0.1983], [-0.1580, -0.2702, -0.0976]],
  "lowdin_charge": [1.87, -0.31, -0.29, -0.37, -0.34, -0.34, -0.06, 0.08, 0.10, 0.07, -0.03, 0.09, 0.06, 0.09, -0.04, 0.09, 0.07, 0.08, -0.03, 0.08, 0.05, 0.09, -0.04, 0.09, 0.05, 0.08, -0.09, -0.10, -0.17, -0.17, -0.42, -0.41, -0.24, -0.18, 0.12, 0.10, 0.12, 0.08, 0.11, 0.11, 0.11, 0.08, 0.08, 0.04, 0.11, 0.10, 0.92, -0.17, -0.15, 0.63, -0.39, -0.23, -0.35, 0.07, 0.06, 0.07, 0.05, 0.07, 0.05, 0.05, 0.01, 0.02, 0.08, 0.09, 0.06, 0.05, 0.05, -0.18, 0.28, -0.16, -0.17, -0.65, 0.04, 0.03, 0.03, 0.04, 0.02, 0.03, 0.02, 0.02, 0.04]
}

No. 2
{
  "formula": "C26H50N5O2S",
  "method": "the ωB97M-V functional and the def2-TZVPD basis",
  "multiplicity": 3,
  "largest_force_ev_per_a": 4.07,
  "s_squared": 2.009,
  "lumo_energy_ha": [-0.11888, -0.11887],
  "total_charge": 1,
  "species": ["C", "C", "C", "N", "S", "N", "C", "C", "C", "C", "C", "N", "H", "H", "H", "H", "H", "H", "H", "H", "H", "H", "H", "H", "H", "H", "C", "C", "C", "C", "C", "C", "N", "O", "C", "C", "C", "H", "H", "H", "H", "H", "H", "H", "H", "H", "H", "H", "H", "H", "H", "H", "H", "H", "H", "C", "C", "C", "C", "C", "C", "N", "O", "C", "C", "C", "H", "H", "H", "H", "H", "H", "H", "H", "H", "H", "H", "H", "H", "H", "H", "H", "H", "H"],
  "coordinates": [[2.628500, -1.894381, 5.976782], [3.594689, -1.878003, 4.728340], [4.012875, -3.328223, 4.217293], [3.015455, -3.970022, 3.324866], [1.908645, -5.018039, 4.047199], [2.411384, -5.644032, 5.538457], [0.446406, -3.967537, 4.497096], [0.248658, -2.825514, 3.642912], [-0.906611, -1.963349, 3.982520], [-1.630519, -2.452549, 5.155888], [-1.310603, -3.659501, 5.895731], [-0.246671, -4.423279, 5.544788], [2.968363, -1.070932, 6.666001], [1.582480, -1.599259, 5.684955], [2.647585, -2.836607, 6.575287], [3.257197, -1.223182, 3.887043], [4.566658, -1.428552, 5.085690], [4.920133, -3.135496, 3.573979], [4.381363, -3.954189, 5.066162], [3.412597, -4.337462, 2.461120], [3.409590, -5.880951, 5.544898], [2.179081, -4.966296, 6.272339], [0.912223, -2.589703, 2.782770], [-1.166269, -1.043231, 3.421754], [-2.525400, -1.870779, 5.486903], [-1.925591, -3.977826, 6.770642], [-2.898639, -3.219006, -2.095216], [-2.973040, -2.602055, -0.680242], [-4.446185, -2.410061, -0.286479], [-5.117397, -1.272872, -1.049012], [-4.326288, 0.020649, -0.893928], [-2.830395, -0.112988, -1.228029], [-2.197200, -1.326060, -0.624704], [-1.951640, -1.060974, 0.650815], [-2.631647, -0.136141, -2.759369], [-2.135476, 1.194551, -0.796080], [-2.361092, -3.692822, 0.221141], [-3.218383, -4.263356, -2.078751], [-3.548884, -2.735687, -2.820146], [-1.876359, -3.200275, -2.481001], [-4.522254, -2.204735, 0.788209], [-5.002208, -3.336429, -0.459538], [-5.228532, -1.527096, -2.107050], [-6.130819, -1.128353, -0.665034], [-4.779455, 0.794046, -1.519944], [-4.440981, 0.365277, 0.140838], [-1.590558, -0.349116, -3.015100], [-2.877100, 0.834190, -3.196089], [-3.266601, -0.853191, -3.275634], [-2.295706, 1.423929, 0.258691], [-2.528407, 2.044200, -1.356827], [-1.059323, 1.150207, -0.979281], [-1.309222, -3.861897, -0.026591], [-2.888650, -4.639403, 0.088954], [-2.429892, -3.449604, 1.283333], [1.146122, 5.930550, -4.319810], [1.048852, 5.235059, -2.942922], [2.365760, 5.437563, -2.177304], [3.513966, 4.613682, -2.750034], [3.133762, 3.139683, -2.824758], [1.798073, 2.870588, -3.539495], [0.702973, 3.790921, -3.109872], [0.240194, 3.350986, -1.946982], [1.988013, 2.974330, -5.068760], [1.441519, 1.385584, -3.320959], [-0.065108, 6.018420, -2.221215], [1.123376, 7.016541, -4.206466], [2.070083, 5.721365, -4.854188], [0.305594, 5.655202, -4.961392], [2.230952, 5.166195, -1.123437], [2.643211, 6.495790, -2.186035], [3.802572, 4.983459, -3.738199], [4.395989, 4.730638, -2.114312], [3.938403, 2.587377, -3.318941], [3.086013, 2.750331, -1.800442], [1.028723, 2.903612, -5.587359], [2.613274, 2.158164, -5.437960], [2.486258, 3.886252, -5.389748], [1.396302, 1.118786, -2.263576], [2.199109, 0.739663, -3.769618], [0.481069, 1.137591, -3.780641], [-1.022895, 5.901410, -2.734658], [0.170039, 7.084290, -2.197810], [-0.192079, 5.709930, -1.182459]],
  "atomic_forces_ev_per_a": [[-0.0741, 1.4408, -0.2312], [0.8169, -0.9228, 0.8783], [1.0012, 2.2999, -0.7080], [-0.1028, -0.2661, 1.6821], [0.0379, -0.6133, -0.8538], [-0.2743, 1.2924, -0.5156], [0.3436, 1.2359, -0.5794], [-1.8615, 0.4491, 1.1837], [1.2999, -3.3593, 1.9041], [-0.0382, 0.3820, -0.6886], [0.2983, 1.2526, -1.3956], [-0.2036, 1.4095, -0.6570], [-0.3802, -0.8952, -0.5302], [0.9362, -0.6705, 0.3843], [-0.0296, 0.6372, -0.6137], [0.0292, -0.7438, 0.6874], [-0.9096, -0.4504, -0.4298], [-0.9257, -0.4662, 0.5396], [-0.5929, 0.3181, -0.6322], [-0.3076, -0.3397, 0.4156], [-0.4989, -0.0987, -0.1175], [0.1855, -0.3502, -0.0252], [-0.5753, -0.3287, 0.8849], [0.1594, -0.8736, 0.4268], [0.9192, -0.5958, -0.2516], [0.6636, 0.2880, -0.9217], [-0.0688, 0.1241, -0.3013], [-0.1167, -1.8649, -1.1087], [-0.1714, 0.4475, 0.0871], [0.0150, -0.0053, -0.0525], [-0.2496, -0.4025, 0.4086], [0.1056, 1.3890, -1.8793], [-1.4330, 0.7977, 3.2116], [0.6357, -0.3703, -1.0663], [-0.1489, -0.2688, -0.2642], [0.2934, -0.3831, 0.6617], [0.2873, 0.4708, 0.4809], [0.0340, 0.0787, 0.2090], [0.0877, 0.0975, 0.0201], [-0.0513, 0.0764, 0.0454], [0.1800, 0.0226, -0.0439], [0.2536, -0.0615, -0.0289], [0.0355, -0.0320, 0.0300], [0.0452, -0.0015, -0.0519], [0.2750, 0.0294, -0.0410], [0.1889, -0.0367, -0.0214], [-0.0557, -0.0410, 0.0800], [0.0225, 0.0118, 0.2287], [0.0610, -0.0760, 0.0470], [0.0674, -0.1825, -0.0189], [-0.0592, -0.2467, -0.1482], [-0.0717, 0.0246, -0.0083], [-0.0406, 0.0610, -0.0075], [-0.0749, 0.1756, -0.2175], [0.0660, 0.1616, -0.0946], [0.1977, -0.0926, -0.2834], [-0.1774, 1.9563, -1.0063], [0.2649, -0.4008, 0.1250], [-0.0081, 0.0264, -0.0482], [0.0369, 0.3454, 0.4395], [0.7363, -1.0440, -1.8279], [0.6996, -0.6790, 3.4247], [-0.2887, 0.2377, -1.3059], [0.1349, 0.2714, -0.2093], [-0.4847, 0.1634, 0.5460], [-0.2422, -0.5906, 0.3890], [-0.0655, -0.1080, 0.1930], [-0.0493, -0.1120, -0.0144], [0.0541, -0.0551, 0.0642], [-0.1551, -0.0639, -0.0942], [-0.2412, -0.0156, -0.0950], [-0.0507, 0.0086, 0.0158], [-0.0231, -0.0151, -0.0622], [-0.2207, -0.0994, -0.1165], [-0.1899, -0.0046, -0.0610], [0.0215, 0.0652, 0.0929], [-0.0548, -0.0270, 0.2021], [-0.1006, 0.0498, 0.0387], [-0.1406, 0.1555, -0.0328], [0.0561, 0.2781, -0.1071], [0.0250, 0.0693, 0.0474], [0.0622, -0.0479, 0.0259], [0.1830, -0.1266, -0.1990], [-0.0079, -0.1716, -0.1323]],
  "lowdin_charge": [-0.10, -0.21, -0.25, -0.27, 1.13, -0.16, -0.45, -0.05, 0.01, -0.02, -0.09, 0.05, 0.09, 0.06, 0.06, 0.12, 0.11, 0.13, 0.10, 0.10, 0.08, 0.05, 0.11, 0.12, 0.11, 0.13, -0.04, -0.49, -0.14, -0.18, -0.13, -0.48, -0.05, -0.05, -0.03, -0.04, -0.05, 0.09, 0.06, 0.09, 0.12, 0.13, 0.11, 0.12, 0.13, 0.12, 0.08, 0.09, 0.06, 0.08, 0.09, 0.07, 0.09, 0.09, 0.06, -0.04, -0.49, -0.14, -0.18, -0.14, -0.48, -0.05, -0.03, -0.04, -0.05, -0.05, 0.09, 0.06, 0.09, 0.12, 0.13, 0.10, 0.11, 0.12, 0.12, 0.09, 0.09, 0.06, 0.07, 0.09, 0.08, 0.09, 0.09, 0.08]
}